A 4-piece molecular cluster, C3H14O3S overall in a non-equilibrium geometry, computed with ωB97M-V/def2-TZVPD.

Summary:
LUMO: 0.008 Eh
HOMO-LUMO gap: 9.216 eV
total charge: 0
SMILES string: CCCS.O.O.O

The geometry in XYZ format:
```
21
C3H14O3S, DFT ωB97M-V/def2-TZVPD
C -1.31 0.76 -1.11
C -0.83 0.12 0.22
C -1.95 -0.55 1.00
S -1.93 -1.08 2.74
H -2.15 0.21 -1.57
H -0.51 0.53 -1.80
H -1.68 1.75 -0.96
H 0.10 -0.44 0.11
H -0.42 0.88 0.90
H -2.12 -1.49 0.47
H -2.99 -0.32 0.78
H -1.50 -0.02 3.36
O 2.91 -1.55 0.51
H 2.14 -1.34 -0.02
H 2.76 -2.44 0.89
O 1.47 2.43 0.51
H 1.38 1.68 -0.08
H 0.59 2.72 0.79
O 1.90 -0.57 -1.81
H 1.86 -1.32 -2.43
H 2.26 0.01 -2.51
```

---

C18H15Cl5N2ORuS4Si as an isolated structure in a non-equilibrium geometry, computed with ωB97M-V/def2-TZVPD.

Summary:
LUMO: 0.143 Eh
HOMO-LUMO gap: 5.579 eV
total charge: -2

The geometry in XYZ format:
```
47
C18H15Cl5N2ORuS4Si, DFT ωB97M-V/def2-TZVPD
Ru 0.30 0.74 0.53
Cl 0.79 -0.27 -2.78
C 2.01 0.74 -2.05
C 2.01 0.95 -0.65
C 3.15 1.63 -0.19
Cl 3.37 1.86 1.51
C 4.14 2.14 -1.02
Cl 5.53 2.97 -0.37
C 4.04 2.00 -2.40
Cl 5.23 2.69 -3.46
C 2.97 1.27 -2.91
Cl 2.84 1.06 -4.63
S 0.95 0.08 2.97
C -0.46 0.92 3.37
S -0.09 2.86 1.53
C -0.98 1.08 4.64
C -2.11 1.92 4.94
N -2.98 2.60 5.26
C -0.33 0.50 5.78
N 0.17 0.05 6.72
S -2.62 1.30 1.74
C -1.05 1.51 2.15
C -0.48 -4.65 -2.06
Si -0.97 -4.02 -0.36
C -2.83 -4.20 -0.23
C -0.20 -5.17 0.90
C -0.46 -2.35 -0.09
C -0.12 -1.20 0.17
H -0.78 -5.70 -2.19
H 0.60 -4.57 -2.21
H -0.97 -4.05 -2.84
H -3.14 -5.25 -0.24
H -3.32 -3.68 -1.06
H -3.18 -3.74 0.70
H -0.58 -6.20 0.81
H -0.40 -4.81 1.91
H 0.89 -5.20 0.77
C 0.09 3.55 -2.09
S -1.41 2.61 -1.99
C -2.30 3.73 -0.91
O -1.05 1.37 -1.23
H -0.13 4.60 -2.31
H 0.71 3.11 -2.88
H 0.58 3.44 -1.12
H -2.75 4.51 -1.53
H -1.63 4.13 -0.16
H -3.06 3.13 -0.41
```

---

A 4-piece molecular cluster, C38H68BrFN7O3S overall in a non-equilibrium geometry, computed with ωB97M-V/def2-TZVPD.

Summary:
LUMO: -0.102 Eh
HOMO-LUMO gap: 7.656 eV
total charge: +1

The geometry in XYZ format:
```
119
C38H68BrFN7O3S, DFT ωB97M-V/def2-TZVPD
N 6.44 2.38 -0.74
C 5.42 1.37 -0.35
C 5.75 0.11 -1.22
C 5.07 -0.26 -2.35
C 5.40 -1.39 -3.07
C 6.42 -2.19 -2.64
C 7.11 -1.85 -1.49
C 6.78 -0.72 -0.80
C 4.06 2.01 -0.75
Br 3.94 3.93 -0.37
N 2.84 1.37 -0.11
S 1.76 0.84 -1.45
C 3.20 0.26 0.83
C 2.01 -0.29 1.68
C 0.76 0.58 1.72
C -0.28 0.07 2.75
C -0.63 -1.43 2.66
C -1.32 -1.87 1.34
C -0.69 -3.12 0.70
C -1.06 -3.28 -0.80
C -0.13 -2.32 -1.61
C -0.75 -1.79 -2.92
C -2.01 -0.92 -2.75
C -1.79 0.23 -1.75
C -2.05 1.62 -2.36
N -1.77 2.62 -1.30
C -1.48 3.95 -1.49
C -1.29 4.56 -0.30
C -1.47 3.57 0.74
C -1.75 2.44 0.04
C 4.29 0.82 1.76
N 5.54 0.95 1.05
C 6.61 1.59 1.83
C 6.33 3.04 2.34
C 7.30 4.10 1.83
F 8.33 4.24 2.78
H 6.24 2.67 -1.69
H 7.31 1.84 -0.80
H 4.22 0.32 -2.74
H 4.86 -1.68 -3.96
H 6.69 -3.10 -3.17
H 7.91 -2.49 -1.12
H 7.32 -0.47 0.11
H 3.96 1.96 -1.83
H 2.33 2.13 0.34
H 0.83 1.82 -1.45
H 3.56 -0.57 0.21
H 2.38 -0.37 2.71
H 1.80 -1.32 1.38
H 0.99 1.64 1.94
H 0.23 0.59 0.75
H 0.18 0.21 3.75
H -1.18 0.68 2.67
H -1.35 -1.62 3.47
H 0.23 -2.09 2.83
H -2.36 -2.14 1.55
H -1.35 -1.04 0.61
H -0.98 -4.03 1.23
H 0.41 -3.05 0.71
H -0.78 -4.29 -1.13
H -2.12 -3.05 -0.97
H 0.82 -2.81 -1.85
H 0.04 -1.46 -0.96
H -0.88 -2.61 -3.64
H 0.02 -1.14 -3.39
H -2.23 -0.48 -3.72
H -2.84 -1.56 -2.42
H -2.52 0.10 -0.94
H -0.78 0.27 -1.34
H -1.34 1.83 -3.16
H -3.09 1.73 -2.68
H -1.43 4.45 -2.45
H -1.05 5.60 -0.11
H -1.39 3.69 1.81
H -1.95 1.51 0.58
H 3.93 1.73 2.28
H 4.43 0.05 2.53
H 6.70 0.98 2.74
H 7.59 1.52 1.37
H 6.44 3.04 3.44
H 5.30 3.37 2.15
H 7.80 3.84 0.89
H 6.77 5.06 1.77
C -5.01 -5.51 0.37
C -4.67 -4.20 1.04
O -4.47 -3.17 0.40
N -4.59 -4.18 2.39
C -4.79 -5.27 3.33
H -5.03 -5.36 -0.71
H -4.25 -6.26 0.60
H -5.99 -5.86 0.70
H -4.35 -3.27 2.76
H -5.60 -5.02 4.01
H -3.87 -5.41 3.91
H -5.03 -6.20 2.81
C -5.02 0.73 -6.63
C -4.49 1.50 -5.45
O -4.23 0.95 -4.38
N -4.32 2.84 -5.59
C -4.57 3.65 -6.77
H -5.10 -0.32 -6.36
H -6.00 1.09 -6.92
H -4.33 0.81 -7.47
H -3.97 3.29 -4.77
H -3.64 4.14 -7.07
H -5.30 4.42 -6.52
H -4.94 3.06 -7.60
C -4.21 0.34 3.81
C -3.87 -0.87 4.65
O -3.07 -1.73 4.25
N -4.46 -0.99 5.85
C -5.41 -0.10 6.48
H -3.65 0.29 2.88
H -5.27 0.35 3.58
H -3.93 1.25 4.33
H -4.18 -1.83 6.35
H -5.00 0.25 7.43
H -6.34 -0.64 6.68
H -5.63 0.76 5.85
```

---

C11H18N3OPtSSe2SiTe2 as an isolated structure, computed with ωB97M-V/def2-TZVPD.

Summary:
LUMO: 0.078 Eh
HOMO-LUMO gap: 5.945 eV
total charge: -1

The geometry in XYZ format:
```
40
C11H18N3OPtSSe2SiTe2, DFT ωB97M-V/def2-TZVPD
Pt 1.61 1.51 -0.11
Se 4.13 1.55 -0.20
Te 4.12 3.92 0.72
Te 1.60 4.05 -0.40
Se 1.86 4.76 -2.71
C -3.94 0.09 -1.24
Si -3.35 1.74 -0.54
C -3.89 3.11 -1.69
C -4.17 1.98 1.13
C -1.55 1.71 -0.37
C -0.34 1.64 -0.25
H -5.02 0.08 -1.38
H -3.67 -0.72 -0.57
H -3.47 -0.10 -2.21
H -4.98 3.14 -1.78
H -3.47 2.98 -2.69
H -3.56 4.08 -1.32
H -5.26 1.96 1.05
H -3.88 2.94 1.56
H -3.86 1.20 1.83
C 1.12 -3.11 -1.08
C 0.93 -1.62 -1.22
N -0.31 -1.21 -1.56
O 1.87 -0.85 -1.05
H 0.52 -3.67 -1.79
H 0.81 -3.39 -0.07
H 2.17 -3.35 -1.21
H -1.07 -1.87 -1.51
H -0.54 -0.23 -1.40
S 1.22 0.32 2.26
C 2.18 -1.04 2.16
N 3.50 -0.91 1.80
C 4.37 -1.92 1.69
C 3.97 -3.19 2.01
C 2.61 -3.30 2.37
N 1.75 -2.31 2.43
H 3.79 0.02 1.44
H 5.36 -1.67 1.34
H 4.63 -4.04 1.96
H 2.21 -4.28 2.61
```

---

A 5-piece molecular cluster, CH11NO5 overall in a non-equilibrium geometry, computed with ωB97M-V/def2-TZVPD.

Summary:
LUMO: 0.023 Eh
HOMO-LUMO gap: 10.479 eV
total charge: 0
SMILES string: NC=O.O.O.O.O

The geometry in XYZ format:
```
18
CH11NO5, DFT ωB97M-V/def2-TZVPD
N -2.15 1.79 0.15
C -2.54 1.11 -0.97
O -1.87 0.23 -1.49
H -2.89 2.36 0.54
H -1.37 1.48 0.75
H -3.52 1.46 -1.26
O 1.57 1.00 -1.16
H 2.17 0.43 -1.67
H 1.12 1.62 -1.74
O -0.31 0.29 1.40
H -0.07 -0.35 0.72
H 0.36 0.27 2.11
O 3.88 -1.99 2.20
H 3.66 -2.33 1.32
H 4.84 -2.04 2.17
O 0.13 -1.79 -0.52
H -0.62 -1.56 -1.10
H -0.34 -2.44 0.04
```

---

C14H19Br2GaN5 as an isolated structure in a non-equilibrium geometry, computed with ωB97M-V/def2-TZVPD.

Summary:
LUMO: -0.377 Eh
HOMO-LUMO gap: 8.053 eV
total charge: +3

The geometry in XYZ format:
```
41
C14H19Br2GaN5, DFT ωB97M-V/def2-TZVPD
Ga -0.40 -0.25 0.25
N -2.00 0.91 -0.18
C -3.19 0.56 0.69
C -3.22 -0.98 0.70
N -1.87 -1.45 1.11
C -1.69 -1.39 2.61
C -0.21 -1.58 2.93
N 0.64 -0.71 1.90
H -1.69 1.89 -0.08
H -2.27 0.80 -1.19
H -4.05 1.02 0.27
H -3.06 1.01 1.67
H -3.47 -1.41 -0.25
H -3.97 -1.31 1.42
H -1.89 -2.43 0.85
H -2.32 -2.16 3.14
H -2.06 -0.39 2.92
H 0.06 -2.63 2.87
H 0.02 -1.37 4.01
H 1.44 -1.23 1.62
H 1.00 0.08 2.46
Br 4.10 4.70 -0.86
C 2.83 3.33 -0.54
C 1.96 3.44 0.55
C 1.08 2.43 0.83
N 0.93 1.39 -0.03
C 1.71 1.28 -1.09
C 2.65 2.24 -1.40
C 1.41 0.06 -1.84
C 2.11 -0.32 -2.96
C 1.86 -1.51 -3.59
Br 2.85 -1.96 -5.08
C 0.94 -2.40 -3.01
C 0.31 -2.01 -1.85
N 0.51 -0.80 -1.30
H 2.11 4.27 1.23
H 0.48 2.48 1.77
H 3.27 2.16 -2.26
H 2.87 0.33 -3.39
H 0.74 -3.43 -3.45
H -0.51 -2.65 -1.47
```

---

One molecule with the formula C4H6O in a non-equilibrium geometry, computed with ωB97M-V/def2-TZVPD.

Summary:
LUMO: 0.038 Eh
HOMO-LUMO gap: 9.794 eV
total charge: 0
SMILES string: C1=CCOC1

The geometry in XYZ format:
```
11
C4H6O, DFT ωB97M-V/def2-TZVPD
C -0.07 -0.74 -0.85
C -0.24 -0.94 0.46
C -0.07 0.31 1.20
O 0.53 1.21 0.27
C 0.47 0.65 -1.06
H -0.32 -1.41 -1.66
H -0.84 -1.62 1.05
H 0.48 0.44 2.13
H -1.26 0.15 1.69
H 1.47 0.63 -1.54
H -0.15 1.31 -1.68
```

---

One molecule with the formula C2H4N2O in a non-equilibrium geometry, computed with ωB97M-V/def2-TZVPD.

Summary:
LUMO: 0.029 Eh
HOMO-LUMO gap: 10.516 eV
total charge: 0
SMILES string: C=NNC=O

The geometry in XYZ format:
```
9
C2H4N2O, DFT ωB97M-V/def2-TZVPD
C -1.78 -0.39 0.07
N -0.61 -0.74 -0.18
N 0.42 0.18 -0.28
C 1.78 0.09 0.05
O 2.45 -0.90 0.00
H -1.97 0.62 0.41
H -2.54 -1.13 0.00
H 0.09 1.19 -0.18
H 2.16 1.09 0.12
```

---

An isolated ion of composition C16H27N2O3 and charge +1, computed with ωB97M-V/def2-TZVPD.

Summary:
LUMO: -0.090 Eh
HOMO-LUMO gap: 7.868 eV
total charge: +1
SMILES string: CCCOc1ccc(C(=O)OCC[NH+](CC)CC)cc1N

The geometry in XYZ format:
```
48
C16H27N2O3, DFT ωB97M-V/def2-TZVPD
C -5.69 -1.86 0.82
C -6.52 -0.74 0.21
C -5.78 0.07 -0.86
O -4.77 0.90 -0.29
C -3.48 0.52 -0.20
C -2.92 -0.66 -0.69
C -1.58 -0.93 -0.54
C -0.75 -0.01 0.12
C 0.65 -0.26 0.30
O 1.42 0.50 0.90
O 1.10 -1.40 -0.27
C 2.41 -1.86 0.05
C 3.53 -1.09 -0.64
N 3.83 0.18 0.06
C 4.79 0.01 1.18
C 6.23 -0.22 0.75
C 4.22 1.28 -0.87
C 3.01 1.85 -1.59
C -1.30 1.17 0.62
C -2.65 1.46 0.47
N -3.19 2.64 0.89
H -5.40 -2.58 0.06
H -6.28 -2.38 1.57
H -4.80 -1.47 1.30
H -7.41 -1.15 -0.26
H -6.84 -0.05 0.99
H -5.37 -0.58 -1.63
H -6.47 0.77 -1.33
H -3.54 -1.39 -1.20
H -1.16 -1.84 -0.93
H 2.41 -2.90 -0.29
H 2.54 -1.85 1.14
H 4.43 -1.71 -0.68
H 3.22 -0.87 -1.66
H 2.87 0.45 0.50
H 4.45 -0.83 1.79
H 4.73 0.91 1.79
H 6.34 -1.09 0.11
H 6.84 -0.38 1.63
H 6.64 0.64 0.22
H 4.96 0.90 -1.58
H 4.68 2.07 -0.27
H 3.33 2.69 -2.21
H 2.27 2.22 -0.88
H 2.53 1.12 -2.24
H -0.66 1.87 1.14
H -2.68 3.19 1.56
H -4.19 2.69 0.92
```

---

C28H44BrNOP2Pd as an isolated structure in a non-equilibrium geometry, computed with ωB97M-V/def2-TZVPD.

Summary:
2S+1: 3
LUMO (alpha / beta): -0.209 / -0.325 Eh
HOMO-LUMO gap (alpha / beta): 8.083 / 4.688 eV
total charge: +2

The geometry in XYZ format:
```
78
C28H44BrNOP2Pd, DFT ωB97M-V/def2-TZVPD
C 2.90 -5.88 6.92
C 3.51 -5.69 5.67
C 4.69 -6.40 5.39
C 5.20 -7.28 6.36
N 4.60 -7.46 7.54
C 3.48 -6.78 7.83
C 2.94 -4.81 4.70
C 2.33 -4.02 3.99
C 1.90 -3.03 3.11
C 0.54 -2.96 2.79
C 0.15 -2.09 1.78
C 1.18 -1.40 1.16
C 2.49 -1.28 1.58
C 2.88 -2.18 2.57
Pd 0.74 -0.27 -0.45
P -0.30 -1.81 -1.63
H 5.20 -6.27 4.44
H 2.00 -5.33 7.18
H 6.11 -7.85 6.15
H 3.02 -6.95 8.80
H 3.91 -2.23 2.91
H -0.19 -3.59 3.32
H 3.15 -0.52 1.19
H -0.89 -1.95 1.51
C -0.88 -1.12 -3.22
C -0.80 -2.10 -4.39
H -0.30 -0.19 -3.37
H -1.91 -0.79 -3.04
H -1.11 -1.58 -5.31
H 0.20 -2.49 -4.56
H -1.48 -2.95 -4.26
C 0.94 -3.13 -1.89
C 0.52 -4.54 -1.50
H 1.80 -2.80 -1.29
H 1.28 -3.11 -2.94
H 1.39 -5.20 -1.59
H 0.17 -4.60 -0.46
H -0.26 -4.94 -2.16
C -1.85 -2.50 -0.95
C -2.76 -3.27 -1.90
H -2.38 -1.61 -0.56
H -1.59 -3.12 -0.08
H -3.57 -3.73 -1.33
H -3.23 -2.62 -2.65
H -2.24 -4.08 -2.43
Br 0.48 1.91 -1.71
P 4.91 -0.74 -2.27
C 3.75 -1.84 -3.13
C 4.07 -1.94 -4.63
H 2.73 -1.47 -2.96
H 3.83 -2.84 -2.66
H 3.53 -2.78 -5.09
H 3.78 -1.03 -5.17
H 5.14 -2.10 -4.80
C 4.16 0.88 -1.92
C 5.25 1.96 -2.08
H 3.71 0.90 -0.92
H 3.34 1.05 -2.64
H 4.81 2.96 -2.17
H 5.93 1.98 -1.22
H 5.86 1.78 -2.97
C 5.39 -1.53 -0.69
C 6.62 -2.43 -0.85
H 4.54 -2.08 -0.28
H 5.64 -0.71 0.00
H 7.04 -2.69 0.13
H 6.39 -3.37 -1.36
H 7.42 -1.93 -1.42
C 0.04 3.25 2.35
C -0.24 1.93 1.69
C -1.67 1.64 1.39
O 0.73 1.22 1.37
H -0.89 3.77 2.59
H 0.63 3.86 1.66
H 0.63 3.10 3.26
H -2.00 2.38 0.64
H -1.79 0.64 0.98
H -2.29 1.76 2.29
```